# C3H6N4O3

An isolated molecule of C3H6N4O3 at a distorted geometry (the ωB97M-V functional and the def2-TZVPD basis, the Open Molecules 2025 dataset).

E_HOMO: -9.07 eV
total charge: 0
LUMO energy: -0.12 eV
SMILES: NC(N)=NNC(=O)C(=O)O
ΔE to the lowest compared entry with this formula, charge and spin: 461.2 kJ/mol

Positions of all 16 atoms, in Å:
N  2.12  0.83  1.78
C  1.03  0.60  0.95
N  -0.11  1.41  1.29
N  1.33  -0.10  -0.23
N  0.12  0.28  -1.21
C  -0.63  -0.99  -0.93
O  -0.66  -1.48  0.27
C  -1.70  -1.27  -2.07
O  -1.43  -0.96  -3.24
O  -2.72  -1.76  -1.39
H  3.21  0.32  1.68
H  2.22  1.88  2.19
H  -0.92  0.88  1.20
H  0.18  1.37  2.34
H  0.15  0.60  -2.15
H  -2.18  -1.63  -0.46

***

# C3H6N4S

An isolated molecule of C3H6N4S (the ωB97M-V functional and the def2-TZVPD basis, the Open Molecules 2025 dataset).

E_HOMO: -9.81 eV
total charge: 0
LUMO energy: 0.26 eV
SMILES: [H]/N=C\N=C/N(S)/C=N\[H]
ΔE to the lowest compared entry with this formula, charge and spin: 196.5 kJ/mol

Positions of all 14 atoms, in Å:
H  -3.21  -0.43  -1.10
N  -2.58  -1.24  -0.96
C  -1.70  -0.97  -0.09
N  -1.61  0.23  0.63
C  -0.53  0.84  0.87
N  0.76  0.58  0.35
S  2.08  1.25  1.22
C  0.99  0.00  -0.92
N  2.08  -0.28  -1.47
H  2.88  -0.03  -0.86
H  -0.98  -1.74  0.20
H  -0.53  1.68  1.55
H  2.29  0.24  2.05
H  0.06  -0.15  -1.46

***

# C3H6N4S

An isolated molecule of C3H6N4S at a distorted geometry (the ωB97M-V functional and the def2-TZVPD basis, the Open Molecules 2025 dataset).

E_HOMO: -8.14 eV
total charge: 0
LUMO energy: 0.68 eV
SMILES: N#CS/C=C(/N)NN
ΔE to the lowest compared entry with this formula, charge and spin: 298.9 kJ/mol

Positions of all 14 atoms, in Å:
N  -3.50  -1.57  1.02
C  -3.41  -0.73  0.23
S  -3.16  0.71  -0.58
C  -1.62  1.25  0.18
C  -0.42  0.68  -0.04
N  0.60  1.21  0.76
N  -0.32  -0.41  -0.87
N  0.77  -1.30  -0.66
H  -1.86  2.06  0.71
H  1.37  0.58  0.59
H  0.39  1.34  1.73
H  -1.11  -0.37  -1.48
H  0.57  -2.25  -0.91
H  1.59  -1.04  -1.17

***

# C3H6N6O3

An isolated molecule of C3H6N6O3 at a distorted geometry (the ωB97M-V functional and the def2-TZVPD basis, the Open Molecules 2025 dataset).

E_HOMO: -9.60 eV
total charge: 0
LUMO energy: -1.02 eV
SMILES: O=NN1CN(N=O)CN(N=O)C1
ΔE to the lowest compared entry with this formula, charge and spin: 708.9 kJ/mol

Positions of all 18 atoms, in Å:
O  -2.74  -1.17  -1.13
N  -2.36  -0.01  -0.85
N  -1.32  0.07  0.12
C  -0.67  1.26  0.54
N  0.83  1.24  0.24
N  1.08  1.73  -0.99
O  0.01  2.19  -1.64
C  1.51  0.00  0.75
N  0.77  -1.09  0.15
N  1.08  -1.61  -1.16
O  2.30  -1.39  -1.46
C  -0.48  -1.30  0.49
H  -0.95  1.45  1.56
H  -1.13  2.16  -0.05
H  1.47  -0.05  1.78
H  2.50  0.01  0.15
H  -0.73  -1.51  1.59
H  -1.15  -1.97  -0.08

***

# C3H6N6OS3

A structure of composition C3H6N6OS3 at a distorted geometry (the ωB97M-V functional and the def2-TZVPD basis, the Open Molecules 2025 dataset).

E_HOMO: -8.79 eV
total charge: 0
LUMO energy: 0.38 eV

Positions of all 19 atoms, in Å:
C  -3.43  0.17  0.02
C  2.00  -1.28  0.19
C  4.62  0.87  0.52
H  -2.27  -1.53  -0.96
H  -6.44  0.34  0.04
H  0.21  0.72  -1.06
H  1.28  -2.04  0.48
H  4.74  -0.38  -1.07
H  4.25  0.86  1.55
N  -3.63  1.32  0.70
N  -4.92  1.48  0.77
N  -5.44  0.46  0.14
N  -4.57  -0.41  -0.35
N  1.68  -0.20  -0.41
N  4.50  -0.33  -0.08
O  0.32  -0.14  -0.62
S  -1.83  -0.45  -0.30
S  3.68  -1.65  0.60
S  5.27  2.20  -0.17

***

# C3H6NO

A cluster of 2 separate species, C3H6NO in total at a distorted geometry (the ωB97M-V functional and the def2-TZVPD basis, the Open Molecules 2025 dataset).

E_HOMO (alpha / beta): -1.40 / -1.26 eV
total charge: -1
LUMO energy (alpha / beta): 4.10 / 3.97 eV
ΔE to the lowest compared entry with this formula, charge and spin: 239.1 kJ/mol

Positions of all 11 atoms, in Å:
C  -1.99  0.38  0.41
C  -1.54  0.49  -0.82
C  1.53  -0.66  0.00
N  1.63  0.70  -0.50
O  2.27  1.49  0.26
H  -2.86  -0.23  0.75
H  -1.49  0.88  1.24
H  -2.04  -0.02  -1.65
H  1.93  -0.77  1.02
H  0.48  -0.94  -0.03
H  2.09  -1.31  -0.68

***

# C3H6NO

The ion C3H6NO with charge +1 at a distorted geometry (the ωB97M-V functional and the def2-TZVPD basis, the Open Molecules 2025 dataset).

E_HOMO: -14.60 eV
total charge: +1
LUMO energy: -4.15 eV
ΔE to the lowest compared entry with this formula, charge and spin: 247.3 kJ/mol

Positions of all 11 atoms, in Å:
C  1.23  0.89  0.05
C  2.00  -0.11  -0.33
C  0.36  -0.17  0.60
N  -1.22  -0.39  -0.20
O  1.19  -1.18  0.09
H  0.81  1.90  -0.12
H  3.05  -0.22  -0.68
H  0.07  -0.23  1.58
H  -1.48  0.57  -0.32
H  -1.67  -1.12  0.35
H  -1.24  -0.75  -1.07

***

# C3H6NO

A structure of composition C3H6NO at a distorted geometry (the ωB97M-V functional and the def2-TZVPD basis, the Open Molecules 2025 dataset).

E_HOMO (alpha / beta): -13.97 / -13.87 eV
total charge: +1
LUMO energy (alpha / beta): -5.61 / -5.37 eV
ΔE to the lowest compared entry with this formula, charge and spin: 535.0 kJ/mol

Positions of all 11 atoms, in Å:
C  0.85  -0.97  0.00
C  1.75  0.05  0.16
C  -0.10  0.01  -0.36
N  -1.36  0.36  0.29
O  0.89  1.08  -0.15
H  0.89  -2.06  0.24
H  2.85  0.24  0.45
H  -0.77  -0.15  -2.23
H  -1.37  0.03  1.30
H  -2.36  0.09  -0.11
H  -1.27  1.31  0.42

***

# C3H6NO2

The ion C3H6NO2 with charge -1 at a distorted geometry (the ωB97M-V functional and the def2-TZVPD basis, the Open Molecules 2025 dataset).

E_HOMO: -3.87 eV
total charge: -1
LUMO energy: 4.48 eV
SMILES: C[C@@H](N)C(=O)[O-]
ΔE to the lowest compared entry with this formula, charge and spin: 20.2 kJ/mol

Positions of all 12 atoms, in Å:
C  0.45  0.44  1.71
C  -0.22  -0.32  0.58
N  -1.69  -0.21  0.63
C  0.42  -0.05  -0.80
O  1.60  -0.43  -0.94
O  -0.31  0.53  -1.65
H  1.50  0.17  1.80
H  -0.12  0.42  2.64
H  0.44  1.51  1.47
H  0.04  -1.38  0.75
H  -2.00  -0.72  -0.20
H  -1.86  0.74  0.29

***

# C3H6NO2

A cluster of 2 separate species, C3H6NO2 in total at a distorted geometry (the ωB97M-V functional and the def2-TZVPD basis, the Open Molecules 2025 dataset).

E_HOMO: -2.96 eV
total charge: -1
LUMO energy: 4.14 eV
ΔE to the lowest compared entry with this formula, charge and spin: 531.0 kJ/mol

Positions of all 12 atoms, in Å:
C  2.20  0.42  0.07
C  -0.47  0.19  0.14
C  -0.84  -1.21  0.16
N  -1.31  1.08  -0.27
O  -2.60  1.03  -0.54
O  3.01  0.54  0.97
H  1.82  -0.59  -0.24
H  1.83  1.18  -0.55
H  -1.61  -1.37  0.93
H  0.04  -1.81  0.29
H  -1.25  -1.50  -0.74
H  -0.82  2.05  -0.22

***

# C3H6NO2

A cluster of 2 separate species, C3H6NO2 in total at a distorted geometry (the ωB97M-V functional and the def2-TZVPD basis, the Open Molecules 2025 dataset).

E_HOMO (alpha / beta): -3.39 / -3.39 eV
total charge: -1
LUMO energy (alpha / beta): 4.05 / 4.05 eV
ΔE to the lowest compared entry with this formula, charge and spin: 645.1 kJ/mol

Positions of all 12 atoms, in Å:
C  -0.30  1.35  0.05
C  1.68  -0.33  -0.25
C  0.47  0.18  0.54
N  -2.39  -0.02  -0.02
O  -3.55  0.34  -0.26
O  -2.11  -1.21  0.24
H  -0.21  1.37  -1.06
H  1.46  -0.34  -1.32
H  1.95  -1.35  0.05
H  2.55  0.31  -0.09
H  0.75  0.30  1.60
H  -0.30  -0.62  0.53

***

# C3H6NO2

A cluster of 2 separate species, C3H6NO2 in total at a distorted geometry (the ωB97M-V functional and the def2-TZVPD basis, the Open Molecules 2025 dataset).

E_HOMO (alpha / beta): -8.45 / -8.02 eV
total charge: 0
LUMO energy (alpha / beta): 0.00 / -4.28 eV
multiplicity: 2
<S²>: 0.77
ΔE to the lowest compared entry with this formula, charge and spin: 245.4 kJ/mol

Positions of all 12 atoms, in Å:
C  1.52  -1.60  -1.80
C  0.94  -0.86  -0.76
N  1.02  -0.90  0.64
H  2.35  -2.38  -1.61
H  1.22  -1.54  -2.85
H  0.16  -0.15  -1.17
H  1.92  -1.10  0.99
H  0.77  0.00  1.18
O  -1.21  1.23  -0.57
C  -1.51  1.11  0.64
O  -0.88  1.11  1.77
H  -2.58  0.79  0.85

***

Q: total charge of number 1 (C3H6N4O3)?
A: 0

***

Q: Number 9 is which compound?
A: C3H6NO2